H40O20 | the ωB97M-V functional and the def2-TZVPD basis

Geometry (Å):
O (0.34464, -1.27726, -0.01655)
H (1.22513, -1.15165, 0.12872)
H (-0.14598, -0.66140, -0.54225)
O (-1.49910, 2.79219, 2.38703)
H (-1.93215, 2.42650, 1.67609)
H (-0.76410, 3.10225, 1.77094)
O (-2.81673, 0.33701, 0.57500)
H (-3.60590, 0.91248, 0.52406)
H (-2.06322, 0.76929, 0.92696)
O (0.15397, 0.83583, -5.13770)
H (-0.39704, 1.55225, -5.63770)
H (1.01635, 1.36420, -4.99226)
O (-1.18149, -1.34434, 4.63992)
H (-0.93198, -1.82160, 5.62524)
H (-2.11431, -1.63262, 4.56690)
O (-4.80983, -3.97800, -1.02406)
H (-5.01585, -3.14571, -0.72284)
H (-3.74185, -3.99899, -1.09360)
O (2.20180, -1.73753, 4.65552)
H (1.28206, -1.45641, 4.84316)
H (2.37748, -2.48192, 5.10923)
O (2.51310, 3.86964, 0.83616)
H (2.62081, 4.66896, 0.52651)
H (1.87659, 3.86819, 1.50810)
O (2.09963, 0.89330, 4.39389)
H (1.51832, 0.89268, 3.59140)
H (2.26086, 0.02380, 4.71412)
O (3.27235, -0.59306, 1.26212)
H (3.18121, -1.34609, 0.65749)
H (3.37001, -0.87351, 2.06302)
O (0.13887, -1.55098, -4.53012)
H (-0.73131, -1.34606, -4.18024)
H (0.77875, -1.97220, -3.81600)
O (-0.95558, 0.47571, -2.21843)
H (-1.76041, 0.50249, -2.79390)
H (-0.28737, -0.03500, -2.61369)
O (0.27059, -2.02486, 2.46910)
H (-0.45650, -1.72194, 3.14277)
H (-0.22945, -2.27392, 1.68070)
O (2.27136, 1.61265, -1.24071)
H (1.99392, 1.01616, -0.54890)
H (3.03547, 1.87902, -0.76834)
O (-4.53026, 1.70084, -2.68344)
H (-3.74487, 1.18919, -2.45110)
H (-5.23965, 1.31168, -3.22486)
O (3.58968, -1.55159, -2.50647)
H (3.93151, -2.32762, -2.18049)
H (4.25054, -0.89721, -2.88791)
O (1.02408, 0.47703, 2.15083)
H (0.96405, -0.53911, 2.18857)
H (1.90570, 0.37074, 1.85088)
O (-1.49257, -4.06437, -1.66395)
H (-2.32296, -4.38442, -1.82208)
H (-0.85662, -4.69912, -1.39579)
O (-0.79325, 4.10335, -3.08883)
H (-0.29436, 3.40180, -2.55085)
H (-1.70052, 4.18364, -2.99368)
O (0.23977, 2.52404, 0.44671)
H (0.72357, 2.27183, -0.38063)
H (-0.01694, 1.55977, 0.79627)

Atoms 1-6, force components in eV/Å:
-3.63 -1.86 0.36
3.37 1.13 -0.22
-0.05 0.91 -0.92
3.05 1.58 0.78
-2.81 -1.44 -2.07
-0.63 0.23 1.70

2S+1: 2
F_max: 8.5 eV/Å
net charge: +1
orbital gap (alpha / beta): 9.249 / 2.682 eV
highest occupied orbital energy (alpha / beta): -12.6 / -12.6 eV